A molecular structure, C8H14MoN3O4 at a distorted geometry. Source: the OMol25 dataset; level of theory: ωB97M-V/def2-TZVPD.

Properties
Spin multiplicity: 3
Total charge: +1
Gap between HOMO and LUMO (alpha / beta), eV: 5.6525 / 6.5400

Positions of all 30 atoms, in Å:
C 2.239 1.139 -0.367
Mo 0.574 0.130 -0.115
N -1.303 -0.652 0.022
N 1.078 -1.139 -1.705
H -2.088 -0.143 -0.301
H 1.097 -1.282 0.817
H 2.440 1.651 0.641
H 2.030 1.822 -1.205
H 3.260 0.640 -0.537
H 0.428 -1.204 -2.479
H 1.133 -2.095 -1.369
H 1.982 -1.007 -2.153
H -1.537 -1.536 -0.324
H -1.642 -0.820 0.935
O -1.959 1.935 -0.348
C -1.557 2.074 0.841
O -0.399 1.821 1.367
C -2.597 2.571 1.856
C -2.440 2.256 3.219
C -3.454 2.482 4.146
C -4.650 3.086 3.711
C -4.795 3.515 2.372
C -3.775 3.246 1.457
N -5.773 3.090 4.590
O -5.639 2.600 5.735
O -6.858 3.563 4.185
H -1.511 1.794 3.550
H -3.340 2.189 5.190
H -5.715 4.031 2.089
H -3.909 3.536 0.416